DFT (the ωB97M-V functional and the def2-TZVPD basis) results for a cluster of 5 separate species, C66H52O11S in total.

XYZ file:
```
130
Properties=species:S:1:pos:R:3:forces:R:3
C -2.32691 0.91535 2.05011 -0.2 -0.1 0.0
C -1.31855 0.72959 0.90035 0.2 -0.1 0.1
C -1.93110 0.59478 -0.51229 -0.2 0.2 0.0
C -1.69117 -0.75923 -1.20455 0.2 -0.3 0.1
C -2.95894 -1.57994 -1.44695 -0.3 0.2 -0.1
C -3.47020 -2.27667 -0.18453 -0.2 -0.1 0.0
C -2.84488 -3.64351 0.13727 -0.1 -0.2 0.1
C -2.58369 -3.82995 1.62510 -0.2 0.0 0.2
C -1.46551 -2.93671 2.16210 0.2 -0.2 0.2
C -0.15992 -3.04397 1.33528 0.2 0.2 0.1
S -0.24791 -4.18147 -0.01050 -0.4 -0.7 0.4
O -0.32819 -5.50242 0.55094 0.2 0.1 -0.1
O 0.75644 -3.88242 -0.98005 -0.1 0.1 0.0
O -1.63320 -3.84395 -0.67014 0.0 0.4 -0.2
H -3.34342 0.64553 1.73290 0.2 0.0 0.1
H -2.08454 0.28662 2.91486 0.0 0.2 -0.1
H -2.35936 1.94990 2.40076 -0.1 -0.1 -0.1
H -0.61322 1.56774 0.90498 -0.1 -0.1 0.0
H -0.70174 -0.15951 1.10826 -0.2 0.3 -0.1
H -3.01396 0.77913 -0.45175 0.2 0.0 0.0
H -1.53560 1.39229 -1.15069 -0.1 -0.1 0.1
H -1.16340 -0.61931 -2.15143 -0.1 0.0 0.1
H -1.01229 -1.34200 -0.56990 -0.1 0.1 -0.3
H -2.81124 -2.31166 -2.24576 0.0 0.0 0.1
H -3.75164 -0.90170 -1.79268 0.1 -0.1 0.0
H -4.54718 -2.46137 -0.28891 0.1 0.1 0.1
H -3.35321 -1.60829 0.67829 0.0 0.0 -0.1
H -3.52482 -4.43643 -0.19234 0.2 0.1 -0.1
H -3.52705 -3.58963 2.13174 0.2 0.0 0.0
H -2.36145 -4.87867 1.84738 0.0 0.2 -0.1
H -1.77659 -1.88779 2.21644 0.1 -0.2 -0.1
H -1.24169 -3.24281 3.18927 -0.1 0.1 -0.1
H 0.66227 -3.45328 1.93251 -0.1 0.2 -0.1
H 0.14615 -2.08894 0.89708 0.0 -0.2 0.2
O -7.12379 -2.57693 -2.35207 0.0 0.1 0.0
C -7.99546 -3.38019 -2.60575 0.0 -0.1 0.0
C -9.34078 -2.94686 -3.08006 0.0 0.0 0.0
C -9.58396 -1.59123 -3.26370 0.0 0.0 0.0
C -10.82108 -1.16737 -3.71733 0.0 0.0 0.0
C -11.82077 -2.09507 -3.98908 0.0 0.0 0.0
C -11.58595 -3.44641 -3.80195 0.0 0.0 0.0
C -10.34656 -3.87786 -3.34606 0.0 0.0 0.0
C -10.12349 -5.33979 -3.14051 0.0 0.0 0.0
O -11.00995 -6.14331 -3.33067 0.0 0.0 0.0
C -8.76664 -5.77436 -2.69563 0.0 0.0 0.0
C -8.51474 -7.13104 -2.53132 0.0 0.0 0.0
C -7.25810 -7.55769 -2.13762 0.0 0.0 0.0
C -6.24578 -6.63221 -1.90653 0.0 0.0 0.0
C -6.49374 -5.27953 -2.06216 0.0 0.0 0.0
C -7.75422 -4.84491 -2.45430 0.0 0.0 0.0
H -8.79351 -0.88544 -3.04888 0.0 0.0 0.0
H -11.00921 -0.11159 -3.86103 0.0 0.0 0.0
H -12.78549 -1.76105 -4.34753 0.0 0.0 0.0
H -12.35258 -4.18190 -4.00289 0.0 0.0 0.0
H -9.31261 -7.83604 -2.71961 0.0 0.0 0.0
H -7.06272 -8.61457 -2.01339 0.0 0.0 0.0
H -5.26167 -6.96955 -1.60820 0.0 0.0 0.0
H -5.71925 -4.54427 -1.88975 0.0 0.0 0.0
O 7.85873 -0.33231 -1.00455 0.0 0.0 0.0
C 6.69182 -0.13360 -0.74387 -0.1 0.0 0.0
C 5.72318 -1.25753 -0.60416 0.0 0.0 0.0
C 6.17594 -2.56327 -0.74635 0.0 -0.1 0.0
C 5.29303 -3.62090 -0.59517 0.1 0.0 0.0
C 3.95723 -3.38153 -0.29584 0.0 -0.1 0.0
C 3.50114 -2.08303 -0.16000 -0.1 -0.1 0.0
C 4.37631 -1.01906 -0.31930 0.0 0.1 0.0
C 3.84654 0.36495 -0.18028 0.0 0.0 0.1
O 2.66852 0.57338 0.03265 0.0 0.0 0.0
C 4.82044 1.48985 -0.28237 0.0 0.0 0.0
C 4.36639 2.79224 -0.10658 0.0 0.0 0.0
C 5.25397 3.85283 -0.18011 0.0 0.0 0.0
C 6.60033 3.61382 -0.43474 0.0 0.0 0.0
C 7.05880 2.31954 -0.61523 0.0 0.1 0.0
C 6.17256 1.25208 -0.53950 0.0 -0.1 0.0
H 7.21942 -2.73187 -0.97419 0.0 0.0 0.0
H 5.64628 -4.63733 -0.70927 0.0 0.0 0.0
H 3.26411 -4.20339 -0.17726 0.0 0.0 -0.1
H 2.46114 -1.88627 0.05648 0.0 0.0 0.0
H 3.31401 2.95746 0.08174 0.0 0.0 0.0
H 4.89858 4.86661 -0.06227 0.0 0.0 0.0
H 7.29108 4.44450 -0.49734 0.0 0.0 0.0
H 8.10156 2.11671 -0.81757 0.0 0.0 0.0
O 4.59806 -1.26851 8.05384 0.0 0.0 0.0
C 3.53318 -1.19393 7.48086 -0.1 0.1 0.0
C 2.29970 -1.80327 8.06265 0.0 0.0 0.0
C 2.38650 -2.44939 9.28927 0.0 0.0 0.0
C 1.25465 -3.00829 9.85765 0.0 0.0 0.0
C 0.03010 -2.92512 9.20406 0.0 0.0 0.0
C -0.06143 -2.28775 7.97877 0.0 0.0 0.0
C 1.07157 -1.72546 7.40363 0.0 0.0 -0.1
C 0.95250 -1.06022 6.07523 0.0 0.1 0.0
O -0.10274 -1.03103 5.47616 0.0 -0.1 0.0
C 2.17493 -0.41657 5.51187 0.0 0.0 0.1
C 2.07618 0.27145 4.30894 0.0 0.1 0.0
C 3.18583 0.91077 3.78499 0.0 -0.1 0.0
C 4.40564 0.85037 4.45061 0.0 0.0 0.0
C 4.51348 0.15867 5.64483 0.0 0.0 0.0
C 3.39803 -0.47046 6.18387 0.0 -0.1 0.0
H 3.34684 -2.50272 9.78322 0.0 0.0 0.0
H 1.32440 -3.51074 10.81340 0.0 0.0 0.0
H -0.85344 -3.35946 9.65296 0.0 0.0 0.0
H -1.00366 -2.21687 7.45291 0.0 0.0 0.0
H 1.12006 0.31306 3.80480 0.0 0.0 0.0
H 3.09739 1.45805 2.85895 0.0 0.0 -0.1
H 5.27197 1.35171 4.03745 0.0 0.0 0.0
H 5.45234 0.10459 6.17864 0.0 0.0 0.0
O 3.71861 9.07654 -6.49650 0.0 0.0 0.0
C 3.94135 8.50117 -5.45400 0.0 0.0 0.0
C 4.07345 7.01596 -5.40037 0.0 0.0 0.0
C 3.96213 6.28754 -6.57805 0.0 0.0 0.0
C 4.09777 4.91001 -6.55296 0.0 0.0 0.0
C 4.34587 4.25271 -5.35274 0.0 0.0 0.0
C 4.45235 4.97239 -4.17512 0.0 0.0 0.0
C 4.31480 6.35542 -4.19463 0.0 0.0 0.0
C 4.42058 7.10553 -2.91087 0.0 0.0 -0.1
O 4.58908 6.51928 -1.86216 0.0 0.1 0.1
C 4.31442 8.59116 -2.96467 0.0 0.0 0.0
C 4.44178 9.31878 -1.78783 0.0 0.0 0.0
C 4.35872 10.70011 -1.81752 0.0 0.0 0.0
C 4.14784 11.36095 -3.02272 0.0 0.0 0.0
C 4.01532 10.64082 -4.19759 0.0 0.1 0.0
C 4.09711 9.25436 -4.17377 0.0 0.0 0.0
H 3.77121 6.81547 -7.50212 0.0 0.0 0.0
H 4.01097 4.34405 -7.47103 0.0 0.0 0.0
H 4.45562 3.17640 -5.33731 0.0 0.0 0.0
H 4.64003 4.47728 -3.23159 0.0 0.0 0.0
H 4.60601 8.78766 -0.86046 0.0 0.0 0.0
H 4.45846 11.26566 -0.90053 0.0 0.0 0.0
H 4.08638 12.44099 -3.04361 0.0 0.0 0.0
H 3.84670 11.13694 -5.14336 0.0 0.0 0.0
```
Positions in Å, forces in eV/Å.

The spin multiplicity is 1. Its LUMO energy is -1.10 eV. The orbital gap is 8.5 eV. As for the total charge: 0.